14
Properties=species:S:1:pos:R:3 method="wB97M-V/def2-TZVPD" e_homo_ev=-9.43 homo_lumo_gap_ev=10.19 multiplicity=1 smiles="C[C@@H]1C=CC(O)=N1"
O 0.888 2.583 -0.500
N -0.636 0.885 -0.666
C -1.584 -0.825 0.744
C 0.559 1.276 -0.453
C 0.798 -0.935 -0.153
C -0.638 -0.556 -0.436
C 1.522 0.191 -0.149
H -2.488 -0.234 0.580
H 1.811 2.687 -0.242
H -0.997 -1.078 -1.336
H 1.155 -1.944 0.032
H -1.112 -0.485 1.673
H 2.584 0.311 0.044
H -1.862 -1.877 0.862

47
Properties=species:S:1:pos:R:3 method="wB97M-V/def2-TZVPD" e_homo_ev=-8.80 homo_lumo_gap_ev=8.21 multiplicity=1 smiles=C#CCSc1nc(Sc2nnnn2CCN(C)C)c(C#N)c(-c2cccc(Cl)c2)n1
Cl -4.929 -0.809 -1.932
S -0.088 3.099 0.850
S 3.518 -0.595 -0.965
N 0.653 -2.339 2.833
N 1.188 -2.091 -3.701
N 3.755 -0.553 1.800
N 4.508 0.109 2.693
N 1.757 1.305 -0.319
N -0.376 1.599 -1.223
N 4.660 1.075 0.829
N 4.936 1.130 2.117
C -1.264 0.357 -2.915
C -3.002 5.496 0.443
C 1.501 -1.207 2.459
C 1.077 -0.037 -2.083
C -2.484 4.410 0.531
C -2.555 0.381 -4.948
C 1.218 -1.136 -3.002
C -1.322 0.687 -4.228
C -0.075 0.667 -2.108
C 0.667 -2.822 4.137
C 1.992 0.304 -1.168
C -2.360 -0.151 -2.251
C -3.698 -0.123 -4.261
C -1.965 2.987 0.660
C 2.938 -1.703 2.200
C 4.054 0.025 0.582
C -0.694 -2.264 2.283
C -3.594 -0.350 -2.903
C 0.511 1.920 -0.372
H 0.441 -2.063 4.892
H -2.319 2.426 -0.253
H -2.235 -0.679 -1.270
H 1.427 -0.446 3.268
H 0.965 -0.856 1.602
H -2.425 2.592 1.474
H -2.644 0.645 -5.977
H -4.618 -0.318 -4.790
H 0.136 -3.795 4.260
H -0.802 -1.789 1.296
H 1.800 -3.133 4.339
H -1.163 -3.249 2.167
H -0.456 1.186 -4.763
H 2.978 -2.405 1.316
H -1.330 -1.573 2.835
H -3.708 6.242 0.470
H 3.429 -2.156 3.097

71
Properties=species:S:1:pos:R:3 method="wB97M-V/def2-TZVPD" total_charge=-1 e_homo_ev="0.06 / -5.29" homo_lumo_gap_ev="2.48 / 6.37" multiplicity=5 s2=6.007
Ir -0.100 -1.205 0.772
Cl 0.156 0.221 3.582
Cl -0.139 -0.150 -1.316
P 0.448 3.617 -0.437
P -0.405 -3.072 -0.318
O -0.045 -1.127 2.757
O 0.359 -0.219 4.927
O 1.316 0.899 3.047
O -1.041 1.011 3.433
C -2.107 -3.080 -1.041
C 1.514 4.058 2.147
C 2.833 2.292 -0.349
C -0.848 4.061 -1.621
C -1.348 -4.444 1.988
C 0.363 4.425 1.200
C -1.276 5.532 -1.628
C 1.159 -4.259 1.634
C -2.035 3.111 -1.394
C 0.689 -3.603 -1.728
C -2.585 -4.490 -1.385
C -0.992 4.168 1.881
C 2.816 4.558 -1.593
C -3.115 -2.326 -0.172
C 0.848 -5.124 -1.840
C -0.210 -4.419 0.965
C 2.073 -2.944 -1.714
C 2.047 3.286 -1.227
H 1.767 2.764 -2.165
H -2.477 3.251 -0.396
H -0.439 6.197 -1.874
H 1.331 -3.211 1.905
H 2.491 4.396 1.774
H -1.088 -5.144 2.793
H 1.194 -4.848 2.558
H -1.493 -3.457 2.438
H 1.340 4.564 3.108
H -0.228 -5.372 0.409
H 2.305 5.101 -2.397
H -0.107 -5.651 -1.939
H 1.509 -1.095 0.600
H -3.609 -4.425 -1.774
H -1.973 -2.507 -1.979
H 1.979 -4.595 0.991
H 3.600 1.809 -0.966
H -1.977 -4.957 -2.167
H 3.320 2.810 0.484
H -1.719 2.062 -1.491
H -1.138 3.096 2.096
H 0.449 5.492 0.930
H -1.274 -0.131 0.820
H 1.538 2.973 2.349
H -0.394 3.824 -2.602
H 1.440 -5.348 -2.737
H 1.402 -5.529 -0.983
H -3.966 -2.019 -0.791
H -2.801 3.322 -2.149
H -1.838 4.539 1.286
H 2.934 5.228 -0.734
H 2.609 -3.226 -2.630
H 3.814 4.283 -1.953
H -1.711 5.836 -0.667
H -2.293 -4.785 1.555
H 2.175 1.502 0.043
H -3.503 -2.953 0.635
H -2.611 -5.147 -0.506
H 2.002 -1.852 -1.675
H 2.669 -3.296 -0.862
H 0.137 -3.229 -2.612
H -1.007 4.705 2.843
H -2.047 5.663 -2.401
H -2.687 -1.416 0.266

Electronic energy values (in a.u.) by entry order: -324.69631 -2428.62211 -2720.18824.
Energy relative to the best compared isomer or geometry (same formula, charge and spin) values (in kcal/mol) by entry order: 17.67 47.22 0.00.